{"formula": "C5H12N4", "method": "wB97M-V/def2-TZVPD", "total_energy_ha": -416.42965, "molar_mass_g_mol": 128.18, "gap_ev": 7.973, "homo_energy_ha": -0.2971, "relative_energy_ev": 8.5934, "elements": ["C", "C", "C", "C", "C", "H", "H", "H", "H", "H", "H", "H", "H", "H", "H", "H", "H", "N", "N", "N", "N"], "coordinates": [[0.58896, 0.35438, 2.00052], [2.87817, 0.44338, 1.07967], [-0.00941, 1.01203, -0.87254], [-0.82706, -0.11340, -1.01722], [-0.47731, -1.50042, -1.13596], [-0.43574, 0.67809, 1.50541], [0.39183, -0.52206, 2.65982], [0.74094, 1.16811, 2.62626], [3.02065, 1.55806, 1.35974], [3.11688, 0.11809, 0.01694], [3.08828, -0.33921, 1.94922], [-0.39838, 2.09852, -1.19521], [0.70552, -1.70495, -1.08189], [-0.95681, -2.24295, -2.07545], [-1.22765, -1.85322, -0.40152], [-3.32268, -1.04972, -2.38583], [-4.12488, 0.48125, -1.42726], [1.42340, 0.09859, 0.75787], [1.04571, 1.29776, -0.10566], [-2.06838, 0.33369, -0.90269], [-3.15203, -0.31603, -1.35423]], "forces_ev_per_a": [[-3.84, -1.51, -2.89], [-1.78, -2.02, -0.23], [4.08, 6.46, 2.71], [-4.05, 0.64, -0.54], [0.49, -3.93, -2.46], [1.55, -1.11, 1.46], [0.50, 0.24, -0.87], [1.49, 1.82, 0.91], [-0.10, -1.98, -0.53], [1.92, 0.77, 1.70], [0.42, 1.81, -2.02], [0.63, -2.84, -0.08], [-3.19, 0.22, 0.43], [1.50, 2.69, 1.85], [1.40, -1.04, 0.55], [1.72, 2.81, 4.00], [4.24, -3.23, 0.34], [-0.11, 3.22, 1.97], [-2.23, -2.98, -1.23], [0.77, 0.06, -2.58], [-5.40, -0.13, -2.48]], "lowdin_charge": [-0.1129, -0.1224, -0.1620, -0.4475, -0.0843, 0.0990, 0.0808, 0.0340, 0.0893, 0.0798, 0.1080, 0.1478, 0.1231, 0.1341, 0.0736, 0.2027, 0.1829, -0.2695, 0.0421, -0.0777, -0.1206]}

---

{"formula": "C5H12NO", "method": "wB97M-V/def2-TZVPD", "total_energy_ha": -327.61052, "molar_mass_g_mol": 102.16, "gap_ev": 6.736, "homo_energy_ha": -0.0916, "relative_energy_ev": 2.3273, "smiles": "CCNCCC[O-]", "total_charge": -1, "elements": ["C", "C", "N", "C", "C", "C", "O", "H", "H", "H", "H", "H", "H", "H", "H", "H", "H", "H", "H"], "coordinates": [[1.82457, 2.05675, -0.42503], [1.05281, 1.30743, 0.58779], [0.71421, -0.07033, 0.05893], [-0.10734, -1.07726, 0.88905], [-1.55946, -0.94231, 0.51227], [-1.61491, -1.62093, -0.90127], [-0.61938, -1.06442, -1.71364], [2.81583, 2.48078, -0.36850], [1.28296, 3.05159, -0.73193], [1.92856, 1.50022, -1.35682], [1.41484, 1.35465, 1.69940], [0.01287, 1.80976, 0.72616], [0.28103, -0.26521, -0.99725], [0.12444, -0.93491, 1.98925], [0.47725, -2.07858, 0.52708], [-1.86375, 0.11908, 0.31736], [-2.14984, -1.37834, 1.23925], [-2.63298, -1.59880, -1.38868], [-1.38171, -2.64917, -0.66342]], "forces_ev_per_a": [[-0.50, 3.05, -2.65], [-3.58, -1.77, 2.01], [1.40, 0.17, 1.13], [3.78, 1.03, -0.75], [0.88, 0.80, -2.71], [0.63, 1.20, -0.34], [-1.36, -0.67, -0.59], [0.75, -0.42, 1.41], [0.48, -1.77, 0.42], [-0.49, -0.31, 0.02], [0.09, -0.53, -1.90], [1.34, 0.02, -0.16], [-0.04, 0.18, 1.60], [-0.31, -0.14, -0.98], [-2.14, 1.78, 1.06], [0.47, -0.59, 0.65], [-1.75, -1.05, 1.43], [0.44, 0.13, 0.48], [-0.07, -1.10, -0.13]], "lowdin_charge": [-0.1689, -0.3586, -0.1637, -0.2589, -0.2264, -0.4277, -0.3535, 0.0348, 0.0865, 0.0600, 0.1034, 0.0897, 0.0516, 0.0885, 0.1371, 0.1105, 0.0510, 0.0843, 0.0602]}

---

{"formula": "C5H12NO", "method": "wB97M-V/def2-TZVPD", "total_energy_ha": -327.66151, "molar_mass_g_mol": 102.16, "gap_ev": 6.367, "homo_energy_ha": -0.0946, "relative_energy_ev": 0.9399, "total_charge": -1, "elements": ["N", "C", "O", "H", "H", "H", "H", "C", "C", "C", "C", "H", "H", "H", "H", "H", "H", "H", "H"], "coordinates": [[-0.15540, -2.63569, -2.08503], [0.31938, -2.65512, -0.63096], [-0.52980, -2.01523, 0.15321], [-0.12345, -3.51928, -2.57532], [-1.11113, -2.32620, -1.97233], [0.49859, -3.74222, -0.40731], [1.33585, -2.17222, -0.65696], [-0.48502, 0.89704, -0.71045], [0.22625, 0.85042, 0.65242], [0.54486, 2.21283, 1.18837], [-0.03825, 2.83339, 2.21235], [0.17221, 1.42616, -1.41196], [-0.62540, -0.14097, -0.99881], [-1.43773, 1.42535, -0.67594], [1.11832, 0.22843, 0.63221], [-0.47887, 0.35216, 1.32183], [1.30568, 2.77149, 0.64071], [0.23277, 3.85212, 2.46799], [-0.76888, 2.35754, 2.85598]], "forces_ev_per_a": [[0.29, 0.70, 0.02], [0.20, 0.01, -0.43], [-0.16, -0.29, 0.13], [-0.12, -0.26, 0.25], [-0.26, -0.18, -0.18], [0.03, -0.01, 0.24], [0.01, -0.17, -0.02], [1.08, 0.20, 0.05], [-1.07, 0.27, 0.60], [-0.08, 0.15, -0.07], [0.26, -0.01, -0.04], [-0.20, -0.12, -0.25], [-0.10, -0.02, -0.17], [-0.03, 0.03, 0.20], [0.02, -0.10, -0.29], [0.25, -0.11, 0.15], [-0.05, 0.02, -0.05], [0.04, -0.02, 0.04], [-0.11, -0.11, -0.15]], "lowdin_charge": [-0.0550, -0.6231, -0.3354, 0.0024, 0.0156, 0.0579, 0.0585, -0.1098, -0.2771, -0.2148, -0.0364, 0.0618, 0.0302, 0.0645, 0.1013, 0.0969, 0.0890, 0.0291, 0.0444]}

---

{"formula": "C5H12NO", "method": "wB97M-V/def2-TZVPD", "total_energy_ha": -327.62774, "molar_mass_g_mol": 102.16, "gap_ev": 5.480, "homo_energy_ha": -0.0729, "relative_energy_ev": 1.8588, "smiles": "CCCNCC[O-]", "total_charge": -1, "elements": ["C", "C", "C", "N", "C", "C", "O", "H", "H", "H", "H", "H", "H", "H", "H", "H", "H", "H", "H"], "coordinates": [[1.52520, 0.79966, 2.54485], [0.24291, 0.59168, 1.65959], [0.80691, 0.06480, 0.31056], [-0.10607, 0.36378, -0.82198], [-1.03217, -0.78068, -1.18595], [-1.58834, -0.65511, -2.60176], [-1.65240, -1.91975, -3.11380], [2.16371, -0.04434, 2.29709], [1.10132, 0.61375, 3.53852], [2.00516, 1.76292, 2.37794], [-0.24552, 1.52785, 1.42767], [-0.61453, 0.00747, 2.10044], [1.76430, 0.57580, 0.15096], [0.97006, -1.01548, 0.37645], [0.52537, 0.47017, -1.60656], [-0.24661, -1.57982, -1.18986], [-1.80930, -0.68068, -0.40880], [-1.20302, 0.10719, -3.32918], [-2.60699, -0.20920, -2.52614]], "forces_ev_per_a": [[-2.52, -1.23, 0.31], [0.75, 0.06, -0.81], [-2.10, 0.46, -0.23], [0.86, 0.54, 0.29], [2.65, 2.15, 0.33], [-1.70, -1.52, -0.75], [0.13, 0.27, -0.33], [0.47, 0.15, 0.21], [0.99, 0.63, 0.42], [-0.07, -0.14, 0.21], [0.09, 0.52, -0.06], [1.33, -0.04, -0.24], [-0.14, -0.10, -0.09], [0.32, -0.21, 0.12], [-0.28, 0.08, -0.37], [-1.83, -0.61, 0.21], [0.23, -1.17, -0.33], [1.27, 0.02, 0.63], [-0.44, 0.11, 0.49]], "lowdin_charge": [-0.1290, -0.2528, -0.2896, -0.1204, -0.2157, -0.5574, -0.4080, 0.0534, 0.0549, 0.0652, 0.0803, 0.1092, 0.1019, 0.0974, 0.0732, 0.1020, 0.1049, 0.0724, 0.0583]}

---

{"formula": "C5H12NO", "method": "wB97M-V/def2-TZVPD", "total_energy_ha": -327.49989, "molar_mass_g_mol": 102.16, "gap_ev": 6.017, "homo_energy_ha": -0.0930, "relative_energy_ev": 5.3378, "total_charge": -1, "elements": ["C", "O", "C", "C", "C", "C", "N", "H", "H", "H", "H", "H", "H", "H", "H", "H", "H", "H", "H"], "coordinates": [[2.38785, 0.83662, -1.88510], [2.68029, 0.97825, -3.14906], [1.04721, 0.86380, -1.10361], [1.18662, 1.03903, 0.41864], [-0.29307, 0.93800, 0.90261], [-2.92996, -2.35519, 1.09952], [-1.15113, 0.36624, 1.84324], [3.11952, 1.74371, -1.37626], [2.80571, -0.17920, -1.38205], [0.37778, 1.64811, -1.51396], [0.43983, -0.09163, -1.32614], [1.56809, 2.07701, 0.56370], [1.73606, 0.28083, 1.00528], [-0.85718, 1.55384, 0.20798], [-0.38806, -0.29296, 1.16174], [-3.23209, -1.77257, 0.22057], [-2.20465, -1.74991, 1.64578], [-2.56961, -3.38044, 0.81024], [-3.72319, -2.50354, 1.85689]], "forces_ev_per_a": [[4.03, 0.39, 2.18], [-1.94, -0.61, -0.66], [-1.28, -0.90, -1.55], [-1.17, -0.56, 0.60], [-2.90, 2.58, 1.03], [-0.03, -0.71, 0.52], [4.87, -0.09, -3.25], [-1.58, -1.49, 0.47], [-0.03, 1.09, -0.61], [0.33, 0.04, 0.38], [0.95, 0.98, 0.26], [-0.27, -0.76, 0.41], [0.49, 0.40, -0.72], [-0.20, 0.64, -0.32], [-1.23, -1.59, 1.79], [-0.22, -0.34, 0.32], [0.34, -0.36, -0.31], [-0.07, 1.16, 0.22], [-0.09, 0.14, -0.76]], "lowdin_charge": [-0.6275, -0.3332, -0.2809, -0.2070, -0.3162, -0.0718, 0.0274, 0.1035, 0.0859, 0.0976, 0.1209, 0.1149, 0.1070, 0.0795, 0.0823, 0.0166, -0.0366, 0.0255, 0.0120]}

---

{"formula": "C5H12NO", "method": "wB97M-V/def2-TZVPD", "total_energy_ha": -327.46996, "molar_mass_g_mol": 102.16, "gap_ev": 5.657, "homo_energy_ha": -0.0585, "relative_energy_ev": 6.1521, "total_charge": -1, "elements": ["C", "N", "C", "C", "C", "O", "C", "H", "H", "H", "H", "H", "H", "H", "H", "H", "H", "H", "H"], "coordinates": [[-1.09533, 0.61855, -1.16863], [0.35295, 0.44996, -1.14644], [0.77811, -0.91483, -0.60569], [0.85037, -0.92070, 0.94729], [-0.39718, -1.45776, 1.65233], [-0.52373, -1.60236, 2.93478], [-1.37023, 1.98086, -0.39969], [-1.36703, 0.90625, -2.22069], [-1.79476, -0.23506, -0.82197], [3.28453, 0.17318, -0.11211], [-0.03908, -1.68685, -1.03534], [1.75950, -1.14531, -1.10979], [1.83235, -1.00406, 1.53553], [-0.01850, -0.24641, 1.38295], [-0.91176, -2.23909, 0.87224], [3.06124, 0.78881, -0.04377], [-0.64185, 2.65311, -0.88396], [-2.49273, 2.20168, -0.49132], [-1.26690, 1.68002, 0.71429]], "forces_ev_per_a": [[0.73, 1.20, -0.23], [0.15, -2.43, 0.74], [-1.74, 1.62, -1.68], [-1.46, -2.08, 0.72], [2.50, -6.47, 2.06], [-0.29, 1.10, -3.93], [-1.87, -2.58, 1.06], [-0.43, -0.65, 0.31], [0.98, 0.95, -0.29], [1.53, -3.70, -0.39], [1.71, 0.86, 1.24], [-0.81, -0.09, 0.96], [-1.91, 0.90, -0.67], [1.21, 3.18, -0.91], [-0.23, 2.57, 1.51], [-1.40, 3.79, 0.37], [-0.59, 0.12, 0.95], [1.41, 0.47, -0.22], [0.51, 1.25, -1.59]], "lowdin_charge": [-0.4811, -0.2085, -0.3765, -0.1459, -0.3573, -0.1349, -0.1817, 0.0552, 0.0899, 0.0144, 0.0970, 0.0550, 0.1281, 0.1109, 0.1563, 0.0328, 0.0441, 0.0472, 0.0550]}